# 1
{"formula": "C33H41F5N2OPdSb2Se", "method": "ωB97M-V/def2-TZVPD", "symbols": ["Pd", "C", "Sb", "C", "C", "C", "C", "C", "C", "C", "C", "C", "Sb", "C", "C", "H", "H", "H", "H", "H", "H", "H", "H", "H", "H", "H", "H", "H", "H", "H", "H", "H", "H", "H", "H", "N", "C", "N", "C", "C", "C", "C", "C", "H", "H", "H", "H", "H", "H", "H", "H", "H", "H", "F", "C", "C", "F", "C", "F", "C", "O", "C", "F", "C", "F", "C", "C", "C", "C", "C", "C", "Se", "C", "C", "C", "H", "H", "H", "H", "H", "H", "H", "H", "H", "H", "H"], "positions_angstrom": [[0.1753, -1.4169, 0.1066], [-3.4927, -0.6886, -1.5924], [-2.2539, -0.8608, 0.1193], [-2.9092, 0.8221, 1.2153], [-3.2654, -2.4976, 1.1194], [-3.6659, -2.1401, 2.5192], [-4.9282, -1.5873, 2.7318], [-5.3437, -1.1748, 3.9865], [-4.4865, -1.3171, 5.0663], [-3.2382, -1.8856, 4.8739], [-2.8067, -2.3098, 3.6173], [-1.4414, -2.9230, 3.4953], [0.0521, -1.5777, 2.7041], [1.7690, -2.5793, 3.4656], [-0.1368, -0.0458, 4.1510], [-4.5053, -0.5037, -1.2332], [-3.4626, -1.6143, -2.1640], [-3.1637, 0.1361, -2.2215], [-3.9554, 0.6983, 1.4893], [-2.7741, 1.6965, 0.5809], [-2.2745, 0.9499, 2.0867], [-2.5881, -3.3487, 1.0745], [-4.1420, -2.7309, 0.5142], [-5.5971, -1.4773, 1.8847], [-6.3288, -0.7470, 4.1187], [-4.7900, -0.9989, 6.0550], [-2.5751, -2.0150, 5.7220], [-1.4379, -3.8078, 2.8562], [-1.0804, -3.2256, 4.4793], [1.6178, -2.8079, 4.5199], [2.6349, -1.9280, 3.3540], [1.9386, -3.4937, 2.9010], [0.1141, -0.4490, 5.1321], [-1.1619, 0.3205, 4.1528], [0.5266, 0.7667, 3.8713], [2.1348, -2.2877, 0.1279], [3.1565, -1.8528, -0.2171], [4.2941, -1.3669, -0.6036], [4.4607, -0.8851, -1.9843], [4.9444, 0.5565, -1.9527], [6.2107, 0.6817, -1.1077], [5.9681, 0.1715, 0.3112], [5.4442, -1.2546, 0.3017], [3.5000, -0.9794, -2.4891], [5.1916, -1.5279, -2.4860], [4.1528, 1.1847, -1.5342], [5.1241, 0.8915, -2.9758], [6.5397, 1.7208, -1.0745], [7.0168, 0.1056, -1.5766], [5.2389, 0.8090, 0.8090], [6.8886, 0.2030, 0.8974], [5.1277, -1.5739, 1.2933], [6.2147, -1.9483, -0.0520], [2.9314, 5.6568, 0.4009], [2.2295, 4.5373, 0.6507], [0.8515, 4.5753, 0.7836], [0.2102, 5.7440, 0.6436], [0.1417, 3.4255, 1.0527], [-1.2017, 3.5110, 1.1410], [0.7396, 2.1498, 1.2001], [0.0601, 1.0875, 1.4146], [2.1466, 2.1730, 1.0648], [2.8212, 0.9975, 1.1778], [2.8670, 3.3198, 0.7963], [4.2060, 3.2646, 0.6760], [-3.0572, 2.5730, -5.4796], [-2.2363, 1.5867, -4.6940], [-1.2662, 2.0055, -3.7981], [-0.4924, 1.1059, -3.0656], [0.5715, 1.6726, -2.1667], [-0.7195, -0.2669, -3.2223], [0.3496, -1.5746, -2.3029], [-1.6952, -0.7153, -4.1302], [-1.9808, -2.1759, -4.3591], [-2.4284, 0.2191, -4.8502], [-2.8193, 3.5974, -5.1960], [-4.1245, 2.4148, -5.3157], [-2.8732, 2.4681, -6.5506], [-1.0945, 3.0680, -3.6580], [0.2510, 2.6279, -1.7502], [1.4874, 1.8542, -2.7376], [0.8191, 1.0097, -1.3422], [-1.9293, -2.7449, -3.4322], [-1.2460, -2.6155, -5.0378], [-2.9668, -2.3032, -4.8070], [-3.1834, -0.1342, -5.5459]], "forces_ev_per_angstrom": [[0.005, -0.258, 0.326], [-0.008, 0.018, 0.053], [-0.041, 0.109, -0.021], [-0.030, -0.034, -0.044], [0.012, 0.043, 0.006], [0.018, -0.033, 0.001], [0.000, 0.011, 0.002], [0.002, 0.000, 0.000], [0.000, 0.000, 0.004], [0.004, 0.000, -0.006], [0.007, 0.034, -0.003], [0.015, -0.044, -0.017], [0.005, 0.083, -0.096], [0.006, 0.042, -0.007], [-0.028, -0.017, -0.021], [-0.004, -0.017, 0.036], [-0.017, 0.050, 0.018], [-0.054, -0.019, 0.084], [-0.014, -0.013, -0.016], [0.002, -0.026, 0.015], [-0.027, -0.008, -0.003], [0.004, -0.003, -0.005], [-0.008, 0.004, 0.008], [0.001, -0.001, 0.000], [0.001, 0.002, -0.001], [-0.001, 0.000, 0.000], [-0.002, -0.002, 0.002], [-0.023, 0.008, -0.004], [-0.011, -0.015, -0.003], [0.014, -0.006, 0.000], [-0.003, 0.001, -0.004], [-0.007, -0.003, -0.004], [-0.010, -0.009, 0.004], [0.007, 0.001, -0.005], [0.013, -0.005, 0.013], [-0.030, 0.121, -0.183], [-0.067, 0.113, 0.245], [0.048, -0.113, -0.123], [-0.016, 0.050, 0.013], [-0.004, 0.006, 0.008], [-0.012, 0.014, -0.009], [0.036, 0.027, 0.012], [-0.012, -0.022, -0.007], [-0.007, -0.024, -0.009], [-0.008, -0.007, 0.001], [0.009, 0.004, 0.001], [0.003, 0.000, -0.001], [-0.009, -0.002, 0.001], [0.004, -0.003, 0.006], [-0.042, 0.072, 0.016], [0.007, -0.007, -0.010], [0.000, -0.007, 0.000], [0.000, 0.001, 0.010], [0.002, -0.002, -0.003], [0.024, 0.000, 0.006], [-0.023, 0.018, -0.004], [0.000, -0.003, 0.001], [0.023, 0.005, -0.040], [0.003, 0.035, 0.016], [-0.075, 0.033, 0.020], [0.174, -0.018, -0.058], [-0.039, -0.017, -0.001], [-0.008, 0.010, -0.002], [0.002, 0.000, -0.004], [0.056, -0.090, -0.014], [0.008, -0.001, -0.001], [-0.010, -0.006, 0.009], [-0.046, 0.011, 0.045], [-0.027, 0.005, 0.020], [0.027, 0.023, 0.038], [-0.001, -0.037, -0.031], [0.052, -0.055, -0.150], [0.086, 0.033, -0.135], [0.019, 0.028, -0.043], [0.009, -0.030, -0.009], [-0.002, -0.001, 0.001], [0.001, 0.000, -0.001], [0.000, 0.000, 0.001], [-0.005, -0.001, -0.002], [0.010, 0.031, -0.008], [0.014, -0.042, 0.012], [-0.023, -0.022, 0.033], [0.008, -0.022, -0.002], [0.017, -0.013, 0.043], [0.000, 0.005, -0.021], [-0.005, 0.002, 0.004]], "e_tot_ha": -4975.928186, "fmax_ev_per_a": 0.4, "homo_lumo_gap_ev": 6.445, "de_lowest_ev": 0.309, "homo_energy_ha": -0.25691}

# 2
{"formula": "C33H41I2N7PSY", "method": "ωB97M-V/def2-TZVPD", "symbols": ["Y", "C", "C", "N", "C", "C", "N", "C", "C", "N", "H", "H", "H", "H", "H", "H", "H", "H", "H", "H", "H", "H", "H", "H", "H", "N", "C", "S", "N", "N", "C", "C", "C", "C", "C", "C", "C", "C", "C", "C", "C", "C", "N", "H", "H", "H", "H", "H", "H", "H", "H", "H", "H", "H", "I", "C", "I", "H", "H", "C", "P", "C", "C", "C", "C", "C", "C", "C", "C", "C", "C", "C", "C", "H", "H", "H", "H", "H", "H", "H", "H", "H", "H", "H", "H", "H"], "positions_angstrom": [[-0.3404, -0.3699, -0.4184], [0.2737, -3.7225, 0.7655], [-0.7174, -3.0426, 1.7198], [-1.7323, -2.2563, 0.9947], [-2.6746, -3.0952, 0.2241], [-2.8536, -2.5707, -1.2068], [-1.5545, -2.2848, -1.8348], [-0.7877, -3.5154, -2.1319], [0.6632, -3.4131, -1.6363], [0.7318, -2.8101, -0.2952], [-0.2060, -4.5855, 0.3049], [1.1128, -4.1024, 1.3555], [-0.1806, -2.3540, 2.3802], [-1.1796, -3.8187, 2.3413], [-2.2722, -1.7753, 1.7124], [-3.6561, -3.1301, 0.7034], [-2.2962, -4.1159, 0.1871], [-3.4263, -1.6395, -1.1895], [-3.4297, -3.3089, -1.7804], [-1.7575, -1.8215, -2.7206], [-0.7643, -3.7183, -3.2055], [-1.2762, -4.3683, -1.6582], [1.2340, -2.7685, -2.3088], [1.1164, -4.4119, -1.6584], [1.7164, -2.5985, -0.1263], [0.0386, -0.9677, -4.7811], [-0.0242, -0.2488, -3.6408], [1.3686, -0.3115, -2.5765], [-1.0891, 0.4307, -3.3633], [-1.1072, 1.0669, -2.1625], [-1.1917, 2.3625, -2.1468], [-1.4125, 3.1817, -3.3452], [-0.5485, 4.2329, -3.6558], [-0.7688, 5.0036, -4.7808], [-1.8685, 4.7593, -5.5878], [-2.7421, 3.7301, -5.2742], [-2.5071, 2.9297, -4.1725], [-0.9564, 3.0258, -0.8615], [-1.2705, 4.3739, -0.6766], [-0.9111, 4.9973, 0.5075], [-0.2552, 4.2484, 1.4731], [-0.0100, 2.9074, 1.2234], [-0.3555, 2.2909, 0.0965], [0.9500, -1.2825, -5.0785], [-0.6194, -0.7428, -5.5115], [0.3133, 4.4247, -3.0331], [-0.0884, 5.8063, -5.0190], [-2.0422, 5.3674, -6.4611], [-3.6148, 3.5578, -5.8845], [-3.1860, 2.1246, -3.9297], [-1.7763, 4.9147, -1.4626], [-1.1380, 6.0396, 0.6730], [0.0643, 4.6913, 2.4025], [0.4718, 2.2978, 1.9760], [-4.5192, 1.3814, -1.2075], [-4.7639, 1.4565, 0.9143], [-2.9602, 0.9851, 1.9899], [-5.5136, 0.7320, 1.2059], [-5.0576, 2.4599, 1.1960], [3.1583, 0.7702, 0.6026], [1.8885, -0.2111, 1.4934], [1.7709, 0.5880, 3.1356], [2.8816, 1.1288, 3.7761], [2.7501, 1.6603, 5.0474], [1.5210, 1.6536, 5.6886], [0.4107, 1.1181, 5.0534], [0.5376, 0.5849, 3.7842], [2.8364, -1.7039, 1.9610], [3.7841, -2.2524, 1.0983], [4.4843, -3.3869, 1.4707], [4.2356, -3.9913, 2.6938], [3.2906, -3.4518, 3.5525], [2.5886, -2.3177, 3.1864], [3.2111, 0.4361, -0.4367], [4.1353, 0.6396, 1.0681], [2.8779, 1.8238, 0.6102], [3.8461, 1.1295, 3.2912], [3.6119, 2.0773, 5.5428], [1.4259, 2.0616, 6.6821], [-0.5489, 1.1111, 5.5467], [-0.3296, 0.1622, 3.2767], [3.9932, -1.7858, 0.1453], [5.2340, -3.7935, 0.8082], [4.7799, -4.8778, 2.9780], [3.1071, -3.9095, 4.5128], [1.8645, -1.8946, 3.8681]], "forces_ev_per_angstrom": [[-0.427, -0.959, -0.507], [-0.347, 0.192, 0.404], [0.366, -0.250, -0.132], [0.075, 0.520, 0.242], [-0.097, 0.168, -0.583], [-0.110, -0.126, 0.394], [-0.061, 0.472, -0.201], [0.637, -0.039, 0.219], [-0.230, -0.138, -0.443], [0.389, 0.518, -0.135], [0.052, -0.044, -0.016], [-0.024, 0.023, -0.085], [-0.022, -0.070, 0.003], [0.023, 0.100, 0.050], [0.061, -0.015, -0.212], [0.103, -0.045, 0.031], [-0.056, -0.016, 0.106], [-0.015, -0.017, -0.012], [0.026, 0.116, 0.033], [0.090, 0.032, 0.132], [-0.094, 0.047, 0.085], [-0.065, 0.040, -0.056], [-0.126, -0.208, 0.128], [-0.029, 0.057, 0.074], [-0.212, -0.175, 0.006], [0.030, -0.238, -0.317], [0.220, 0.529, 0.843], [0.205, 0.177, 0.503], [-0.954, -0.450, -1.433], [0.694, 0.914, 0.894], [0.045, -1.038, -0.481], [-0.109, 0.137, -0.354], [-0.006, -0.252, 0.074], [0.006, 0.098, -0.065], [0.051, -0.022, 0.031], [-0.080, -0.019, -0.003], [0.032, 0.065, 0.190], [0.001, 0.393, 0.558], [0.036, -0.381, -0.060], [0.059, -0.287, 0.174], [-0.058, 0.121, -0.212], [-0.027, 0.023, 0.189], [0.086, -0.345, -0.270], [-0.122, 0.055, 0.046], [-0.051, 0.028, -0.003], [0.076, 0.041, 0.070], [0.072, 0.056, -0.047], [-0.039, 0.088, -0.080], [-0.054, -0.054, -0.094], [0.014, -0.076, -0.070], [-0.006, -0.002, 0.015], [-0.009, 0.075, -0.002], [0.035, 0.006, 0.106], [0.009, 0.088, -0.004], [-0.196, 0.012, 0.476], [0.150, -0.139, -0.296], [-0.368, 0.156, -0.063], [0.053, -0.030, -0.003], [0.109, 0.014, 0.017], [-0.110, -0.113, -0.082], [0.783, 0.361, 0.629], [-0.304, -0.103, -0.331], [-0.108, -0.035, -0.096], [0.056, 0.025, 0.018], [-0.091, -0.039, -0.067], [-0.085, -0.004, 0.127], [0.046, -0.069, -0.214], [-0.271, -0.061, -0.194], [-0.104, 0.111, 0.052], [0.068, -0.141, -0.040], [-0.005, 0.013, -0.041], [0.010, -0.094, 0.007], [-0.026, 0.054, -0.039], [0.043, 0.091, 0.069], [-0.038, 0.057, -0.020], [-0.014, -0.017, -0.035], [0.110, 0.002, -0.016], [0.114, 0.052, 0.062], [0.004, 0.060, 0.106], [-0.091, 0.007, 0.083], [0.049, 0.008, 0.107], [0.074, 0.042, -0.100], [0.039, -0.044, -0.048], [0.087, -0.074, 0.040], [-0.022, -0.046, 0.073], [-0.025, 0.026, 0.096]], "e_tot_ha": -3038.331853, "charge": 2, "fmax_ev_per_a": 1.8, "homo_lumo_gap_ev": 7.623, "homo_energy_ha": -0.48864}